[1]
ORCA calculation (ωB97M-V/def2-TZVPD) on a structure of composition C38H57N3O6SSbSi2Sn.

Each line ends with the Löwdin charge.
Positions of all 109 atoms, in Å:
Sn (0.645085, 1.260135, 0.045260)  1.22
C (-4.208878, 2.721700, -0.304737)  -0.15
Si (-3.044889, 1.221570, -0.347305)  0.41
C (-2.163353, 1.237321, -2.017477)  -0.20
C (-4.049263, -0.386513, -0.265312)  -0.16
N (-1.796265, 1.303120, 0.870851)  -0.10
C (-1.938287, 1.302220, 2.165225)  -0.31
C (-3.222148, 1.248752, 2.807924)  -0.05
C (-3.366248, 1.295048, 4.153004)  -0.09
C (-2.215350, 1.371965, 4.991111)  -0.09
C (-0.975030, 1.423294, 4.451196)  -0.05
C (-0.745867, 1.411050, 3.030229)  -0.31
N (0.446887, 1.500307, 2.508573)  -0.12
Si (1.887509, 2.021894, 3.394685)  0.44
C (1.473042, 3.718888, 4.139710)  -0.17
C (3.402063, 2.193903, 2.282280)  -0.17
C (2.396767, 0.817835, 4.781853)  -0.16
H (-5.059754, 2.574205, -0.969879)  0.03
H (-3.688167, 3.619949, -0.635786)  0.01
H (-4.594312, 2.923434, 0.694995)  0.02
H (-2.882788, 1.272027, -2.836728)  0.04
H (-1.544513, 0.347322, -2.150305)  -0.03
H (-1.511614, 2.110548, -2.109070)  0.02
H (-4.835537, -0.384431, -1.021385)  0.03
H (-4.517011, -0.553379, 0.705511)  0.02
H (-3.398328, -1.237104, -0.466679)  -0.01
H (-4.092023, 1.175383, 2.171419)  0.08
H (-4.352430, 1.269530, 4.596427)  0.10
H (-2.341427, 1.376779, 6.065742)  0.10
H (-0.111483, 1.458048, 5.098749)  0.08
H (1.373310, 4.453299, 3.341077)  0.00
H (2.254080, 4.055875, 4.821635)  0.03
H (0.529903, 3.700198, 4.685989)  0.02
H (3.146404, 2.410725, 1.245564)  -0.02
H (4.008870, 1.289516, 2.290133)  0.03
H (4.025962, 3.014263, 2.638181)  0.05
H (1.989351, 1.110321, 5.750823)  0.02
H (3.481920, 0.795566, 4.877100)  0.04
H (2.066933, -0.200720, 4.575864)  0.02
O (6.022422, -3.345147, 1.052758)  -0.03
C (5.484606, -2.776087, 2.010907)  -0.70
O (5.629113, -2.835494, 3.241011)  -0.04
C (4.343422, -1.773343, 1.567254)  -0.07
C (3.168644, -1.678236, 2.307402)  0.01
C (2.165656, -0.842596, 1.850640)  -0.19
N (2.280884, -0.129562, 0.731869)  -0.06
C (3.422270, -0.191615, 0.040827)  -0.21
C (4.482756, -1.000328, 0.423017)  0.06
C (3.505429, 0.678575, -1.217971)  -0.64
O (4.561928, 0.763364, -1.822085)  0.07
O (2.393552, 1.238298, -1.473288)  -0.19
H (3.050891, -2.252528, 3.216064)  0.12
H (1.224938, -0.744021, 2.387086)  0.10
H (5.376348, -1.029402, -0.181551)  0.14
C (-1.577117, -2.874364, -4.548464)  -0.15
C (-1.882024, -3.612987, -3.247188)  -0.70
C (-3.286001, -3.219075, -2.795781)  -0.14
C (-1.839922, -5.117681, -3.482290)  -0.11
Sb (-0.433258, -2.741877, -1.733612)  1.59
C (1.576629, -3.286912, -2.610676)  -0.70
C (1.600910, -4.572817, -3.425417)  -0.12
C (1.927794, -2.078354, -3.475662)  -0.14
C (2.615146, -3.392809, -1.499314)  -0.12
C (-0.742776, -4.045825, 0.090732)  -0.71
C (0.501137, -3.958489, 0.967039)  -0.13
C (-1.061182, -5.507489, -0.195768)  -0.12
C (-1.899816, -3.396760, 0.845938)  -0.15
H (-2.346657, -3.099273, -5.295088)  0.08
H (-0.614535, -3.172710, -4.963452)  0.06
H (-1.569529, -1.793127, -4.391457)  0.07
H (-4.022224, -3.551063, -3.536867)  0.08
H (-3.374282, -2.135646, -2.696392)  0.06
H (-3.546309, -3.682056, -1.842263)  0.06
H (-2.437265, -5.362387, -4.368464)  0.08
H (-2.262515, -5.662728, -2.640701)  0.06
H (-0.830826, -5.482940, -3.654774)  0.05
H (1.003525, -4.497704, -4.334348)  0.06
H (1.245592, -5.416837, -2.831346)  0.07
H (2.633064, -4.784188, -3.723425)  0.09
H (1.184292, -1.890768, -4.253094)  0.06
H (2.894896, -2.236854, -3.961534)  0.09
H (2.015269, -1.179084, -2.862674)  0.06
H (2.554921, -4.347267, -0.979284)  0.07
H (2.503831, -2.588803, -0.772973)  0.05
H (3.618670, -3.319942, -1.927387)  0.10
H (1.321010, -4.543375, 0.559069)  0.06
H (0.279609, -4.352312, 1.965212)  0.09
H (0.831943, -2.925100, 1.074232)  0.04
H (-0.367318, -5.934106, -0.920760)  0.07
H (-2.077925, -5.621612, -0.572169)  0.06
H (-0.983803, -6.090410, 0.728870)  0.08
H (-1.661033, -2.366174, 1.120540)  0.06
H (-2.106246, -3.955043, 1.765575)  0.09
H (-2.815785, -3.390183, 0.251901)  0.05
O (-0.752808, 9.957423, -1.722709)  0.11
C (-1.437932, 8.801800, -1.908020)  -0.49
O (-2.519652, 8.841256, -2.429716)  0.11
C (-0.797267, 7.560564, -1.413617)  -0.15
C (-1.604114, 6.442421, -1.202647)  -0.01
C (-1.082892, 5.274525, -0.687697)  -0.08
C (0.276440, 5.183950, -0.376168)  -0.63
S (0.999302, 3.820982, 0.438744)  0.65
C (1.096315, 6.288135, -0.635033)  -0.11
C (0.569548, 7.458607, -1.137494)  -0.03
H (0.072375, 9.792712, -1.254517)  0.08
H (-2.657292, 6.533686, -1.433188)  0.12
H (-1.716120, 4.419647, -0.493024)  0.08
H (2.152327, 6.204094, -0.419709)  0.10
H (1.245895, 8.281606, -1.342077)  0.11

Atomic forces in eV per Å
-0.15 0.52 0.61
0.30 -0.24 0.23
-0.20 -0.20 -0.69
-0.06 0.05 0.39
0.20 0.35 0.15
0.61 0.13 -1.28
0.00 0.02 0.93
0.15 -0.16 -0.27
0.22 0.05 0.37
-0.44 -0.04 -0.02
0.18 -0.09 -0.18
-0.84 0.03 0.41
1.00 -0.05 -1.46
0.53 0.38 0.66
0.01 -0.36 -0.19
-0.43 -0.14 -0.04
-0.34 0.23 -0.20
-0.02 -0.09 -0.06
0.02 0.03 -0.03
-0.04 0.00 0.03
-0.07 0.02 -0.04
-0.02 -0.05 0.01
-0.02 0.07 -0.05
-0.04 0.04 -0.07
-0.02 0.00 0.03
0.07 -0.01 0.00
-0.08 0.01 0.00
-0.03 -0.01 0.02
0.02 0.02 0.02
0.01 0.01 0.04
0.02 0.02 -0.06
0.10 -0.04 0.03
-0.02 -0.01 0.04
0.13 0.14 -0.04
0.02 -0.08 0.05
-0.05 0.08 0.08
-0.04 0.02 0.04
0.08 0.01 -0.06
0.02 -0.02 0.04
0.17 -0.08 0.06
-0.74 0.60 -0.16
0.11 -0.15 0.01
0.75 -0.67 0.34
-0.18 0.35 -0.36
-0.14 -0.69 0.56
-0.04 -0.02 0.20
0.84 -0.01 -0.50
-0.71 0.29 0.02
0.61 -0.56 0.76
-0.44 -0.03 0.04
-1.41 0.97 -0.36
0.05 0.02 0.02
0.12 -0.04 -0.11
0.00 -0.05 -0.02
0.09 0.00 0.11
0.21 0.23 0.23
0.15 0.03 0.09
0.10 0.05 0.09
0.06 -0.62 0.01
-0.35 -0.01 0.16
-0.08 0.12 0.05
-0.12 0.01 0.04
-0.21 -0.01 0.01
0.08 0.15 -0.28
-0.05 0.05 -0.19
0.01 0.13 -0.08
-0.01 0.02 -0.16
-0.04 -0.03 -0.02
0.02 0.05 -0.05
0.03 0.04 -0.08
-0.01 -0.01 -0.04
-0.07 0.01 0.05
-0.06 0.03 0.03
-0.05 0.01 -0.02
0.02 -0.05 -0.02
-0.01 -0.06 -0.03
-0.02 -0.06 0.00
0.04 -0.07 -0.07
0.04 -0.01 -0.03
0.01 0.04 -0.03
0.05 -0.03 -0.02
-0.01 0.08 -0.07
0.04 0.02 0.03
0.10 -0.01 0.11
0.05 0.04 0.00
0.06 0.03 0.07
-0.05 0.02 0.03
0.10 -0.05 0.09
-0.01 -0.10 0.00
0.01 -0.06 -0.05
-0.02 -0.01 0.04
-0.06 0.03 0.03
0.03 -0.02 0.05
-0.05 0.04 0.04
0.00 0.08 -0.11
-0.21 0.18 -0.10
0.09 -0.03 0.06
0.29 -0.33 0.13
-0.11 0.24 -0.09
0.16 -0.13 0.04
-0.29 -0.06 -0.50
0.41 -0.38 0.45
0.12 -0.21 0.10
-0.30 0.11 -0.02
-0.02 -0.06 0.06
-0.02 -0.06 0.00
-0.03 0.03 0.02
0.04 0.03 -0.05
0.04 -0.02 0.01

Computed properties:
* total charge: -1
* frontier orbital gap (spin up / spin down): 6.108 / 4.941 eV

[2]
ORCA calculation (ωB97M-V/def2-TZVPD) on a cluster of 2 separate species, C6H13O2 in total.

Each line ends with the Löwdin charge.
Positions of all 21 atoms, in Å:
C (-1.250556, 2.078086, -0.632292)  -0.31
C (-0.200789, 2.250437, 0.471950)  -0.14
C (-2.239874, 0.907245, -0.357856)  -0.11
H (-1.750151, 3.047211, -0.651787)  0.08
H (-0.794535, 1.849948, -1.599187)  0.08
H (-0.650196, 2.634051, 1.392968)  0.07
H (-1.919236, 0.303259, 0.486547)  0.04
H (-3.169125, 1.387076, -0.025444)  0.06
H (0.724540, 2.770532, 0.246013)  0.05
H (0.107092, 1.237010, 0.765826)  0.04
H (-2.345480, 0.327950, -1.263957)  0.06
C (1.893771, -1.785101, 0.485093)  -0.20
C (1.574466, -1.880898, -1.022155)  -0.13
C (0.601511, -2.017431, 1.309238)  -0.75
O (-0.183663, -1.029938, 1.339898)  -0.10
O (0.455985, -3.167667, 1.772676)  -0.08
H (2.667090, -2.529198, 0.685217)  0.08
H (2.294809, -0.786078, 0.676943)  0.09
H (0.675840, -1.250744, -1.134632)  0.06
H (1.193652, -2.879695, -1.242563)  0.07
H (2.314850, -1.466054, -1.702495)  0.05

Atomic forces in eV per Å
0.42 -0.05 0.41
0.04 -1.76 0.57
0.05 1.63 0.78
-0.40 -0.09 -0.71
0.24 0.48 0.08
0.00 0.34 -0.17
0.33 -0.36 -0.24
-0.28 -0.47 -0.41
-0.15 0.50 -0.33
0.15 0.06 -0.02
-0.40 -0.31 0.04
0.58 0.02 -0.78
-1.71 0.76 0.85
0.07 -0.01 -0.34
0.20 -0.36 0.17
-0.16 0.19 0.15
-0.05 0.00 0.44
-0.03 -0.01 0.15
0.21 0.03 -0.23
0.57 -0.13 -0.36
0.31 -0.47 -0.02

Computed properties:
* total charge: -1
* frontier orbital gap: 7.948 eV

[3]
ORCA calculation (ωB97M-V/def2-TZVPD) on a cluster of 5 separate species, CH14N2O4 in total.

Each line ends with the Löwdin charge.
Positions of all 21 atoms, in Å:
N (1.401136, -1.228240, -2.407201)  0.00
C (1.487961, -0.720807, -1.032747)  -0.37
N (0.317106, -1.083775, -0.251054)  0.02
H (2.324741, -1.263442, -2.834880)  0.06
H (0.904556, -0.553568, -2.952283)  0.02
H (2.376628, -1.158455, -0.553230)  0.10
H (1.737410, 0.353104, -0.992059)  0.11
H (-0.496630, -0.613700, -0.548499)  0.02
H (0.144626, -2.038248, -0.461970)  0.07
O (-1.541954, 0.992895, 3.165639)  -0.08
H (-1.379379, 1.525065, 3.949322)  0.04
H (-0.656334, 0.811714, 2.783918)  0.00
O (0.852239, -0.156733, 2.426042)  -0.05
H (1.631116, -0.115546, 2.963495)  0.04
H (1.093764, -0.447213, 1.535351)  0.01
O (-2.277770, 1.090551, 0.522558)  -0.05
H (-1.734094, 1.443909, 1.209777)  -0.01
H (-3.014520, 0.775636, 1.049256)  0.04
O (-0.721723, 1.002387, -2.567936)  -0.08
H (-1.245505, 0.939352, -1.757651)  0.01
H (-1.203376, 0.445113, -3.245847)  0.08

Atomic forces in eV per Å
0.74 -0.15 0.19
0.79 0.02 -0.21
1.59 0.41 0.49
-0.06 -0.15 0.21
-0.53 0.42 -0.28
-0.28 -0.34 -0.16
-0.78 -0.08 0.06
-0.94 0.92 -0.29
-0.13 -1.10 0.05
0.25 0.27 -0.16
0.00 0.01 -0.02
-0.17 -0.37 0.47
-0.44 0.26 -0.02
0.66 0.01 0.31
-0.37 -0.26 -0.27
-0.50 -0.30 -1.09
0.70 0.49 0.74
-0.26 -0.22 -0.08
-0.73 -0.97 -1.19
-0.19 0.13 -0.07
0.68 1.03 1.31

Computed properties:
* total charge: 0
* SMILES: NCN.O.O.O.O
* frontier orbital gap: 10.244 eV

[4]
ORCA calculation (ωB97M-V/def2-TZVPD) on a cluster of 2 separate species, C4H15N2O in total.

Each line ends with the Löwdin spin population.
Positions of all 22 atoms, in Å:
N (1.119590, -0.776305, 0.611451)  0.19
C (-0.284520, -0.555023, 1.131944)  0.09
C (-1.205577, -0.289623, -0.032859)  0.03
N (-0.899743, 0.923224, -0.716283)  0.01
C (-0.641918, 2.113166, 0.053336)  0.05
C (-1.822500, 1.157694, -1.815356)  0.01
H (1.757548, 0.008258, 0.974858)  0.19
H (1.149896, -0.507670, -0.391997)  0.11
H (1.548906, -1.673446, 0.879436)  0.03
H (-0.219409, 0.285738, 1.810090)  0.03
H (-0.617523, -1.396622, 1.727303)  0.02
H (-2.234585, -0.340972, 0.372415)  0.00
H (-1.114091, -1.111269, -0.742387)  0.02
H (0.322079, 2.066511, 0.563281)  0.05
H (-1.478543, 2.444431, 0.685784)  0.00
H (-0.453725, 2.925049, -0.656377)  0.00
H (-1.828324, 0.315782, -2.512057)  0.00
H (-1.483228, 2.008659, -2.403672)  0.00
H (-2.849448, 1.330874, -1.459442)  0.00
H (3.935999, -2.468796, 0.093634)  0.04
H (3.854957, -3.664570, 0.960884)  0.02
O (3.444158, -2.795081, 0.866019)  0.11

Atomic forces in eV per Å
-0.30 1.13 0.41
0.46 -0.19 -0.12
-0.47 -0.33 0.77
0.18 0.15 -0.95
0.19 0.66 -0.55
0.23 -0.07 -0.09
0.25 -0.14 0.43
0.11 -0.85 -0.17
0.12 -0.07 -0.52
-0.09 0.24 0.08
0.11 -0.25 -0.18
-0.08 0.23 -0.07
-0.10 -0.12 -0.09
-0.22 -0.28 0.55
0.14 -0.17 0.29
-0.24 -0.05 -0.06
-0.04 -0.16 0.22
-0.09 0.15 0.13
-0.02 0.06 -0.10
-0.31 0.42 0.14
-0.26 -0.15 0.37
0.43 -0.20 -0.48

Computed properties:
* total charge: 0
* 2S+1: 2
* frontier orbital gap (spin up / spin down): 4.108 / 9.561 eV

It is found that the max |F| values, taken in the order of the records, are 1.8; 2.1; 1.8; 1.2 eV Å⁻¹.
It is found that the ΔE to the lowest compared entry with this formula, charge and spin values, taken in the order of the records, are 214.4; 60.6; 48.2; 186.4 kJ/mol.